Below is a structure of composition C26H45F3O2P2Pm at a distorted geometry, with properties calculated with the ωB97M-V functional and the def2-TZVPD basis.

Summary:
- Spin multiplicity: 5
- Orbital gap (spin up / spin down): 6.7 / 6.8 eV
- Charge: +1

Each line ends with the Mulliken charge.
Geometry (Å):
Pm -0.0775 0.0331 0.0838  -0.0812
C -2.2240 1.7629 0.7180  0.0096
C -2.5865 0.8459 -0.3187  1.0592
C -2.4834 -0.3208 1.6633  0.8069
C -2.2004 1.0401 1.9391  0.8791
C -2.6920 -0.4635 0.2552  -0.0414
C -2.0520 3.2331 0.5721  -1.5498
H -1.7100 3.4972 -0.4386  0.2480
H -1.3178 3.6346 1.2889  0.2303
H -3.0028 3.7701 0.7396  0.3535
C -2.0997 1.6270 3.2865  -1.4332
H -1.7351 2.6543 3.2445  0.4446
H -1.4210 1.0511 3.9142  0.1373
H -3.0717 1.6450 3.7994  0.2701
C -2.6987 -1.3786 2.6716  -1.5445
H -3.7682 -1.4643 2.9373  0.3245
H -2.1466 -1.1640 3.5958  0.3184
H -2.3752 -2.3643 2.3084  0.1932
C -3.0366 -1.7180 -0.4567  -1.1574
H -4.1256 -1.8200 -0.5883  0.2982
H -2.6845 -2.6002 0.0914  0.2791
H -2.5865 -1.7520 -1.4586  0.1406
C -2.9390 1.2362 -1.6943  -1.1229
H -3.9098 1.7518 -1.7369  0.3862
H -2.9942 0.3637 -2.3429  0.4664
H -2.1973 1.9161 -2.1253  0.0355
C 1.3957 0.4776 -2.0889  0.2883
C 0.3612 1.3250 -2.3170  0.1726
C -0.1893 1.5569 -3.7106  -1.4166
C -1.0964 0.4641 -4.3136  -1.7049
C -1.1845 -0.8242 -3.5475  -0.1176
C -0.1191 -1.6254 -3.3626  -0.3691
C 1.2192 -1.3280 -3.9618  -1.6968
C 2.0671 -0.2741 -3.2217  -1.2323
H 0.6331 1.7173 -4.4286  0.4325
H -0.7527 0.2632 -5.3419  0.6499
H -0.7541 2.5035 -3.7229  0.5532
H 2.4133 0.4460 -3.9840  0.4939
H 2.0366 0.5554 -1.1827  -0.0503
H 0.1054 2.1437 -1.6115  0.7117
H 2.9821 -0.7576 -2.8466  0.5157
H 1.7883 -2.2666 -4.0287  0.4955
H -0.2274 -2.6193 -2.9388  0.5823
H 1.1081 -1.0025 -5.0075  0.4387
H -2.1144 0.8614 -4.4405  0.2813
H -2.1934 -1.1879 -3.3559  1.1882
P 1.8565 2.2885 1.0793  1.0317
C 1.6392 3.0896 2.7190  -1.1544
H 2.4182 3.8561 2.8736  0.4603
H 1.7056 2.3379 3.5216  0.2884
H 0.6450 3.5603 2.7651  0.2417
C 3.5867 1.6833 1.2535  -1.1643
H 4.2340 2.5037 1.6037  0.4481
H 3.9475 1.3252 0.2784  0.3390
H 3.6049 0.8467 1.9721  0.2277
C 2.1286 3.7715 0.0197  -1.4018
H 2.4425 3.4518 -0.9849  0.3369
H 2.8972 4.4301 0.4576  0.4934
H 1.1821 4.3252 -0.0794  0.3350
P 1.0220 -2.7503 0.1150  1.0684
C -0.0805 -4.0716 -0.5337  -1.2689
H 0.5103 -4.9503 -0.8250  0.4827
H -0.6485 -3.7119 -1.4004  0.2253
H -0.7982 -4.3483 0.2500  0.3728
C 2.5326 -2.9676 -0.8993  -1.1611
H 2.3188 -2.7769 -1.9590  0.0869
H 2.9237 -3.9874 -0.7722  0.5486
H 3.2958 -2.2486 -0.5691  0.2808
C 1.5839 -3.5586 1.6596  -1.2675
H 2.0707 -4.5152 1.4255  0.4651
H 0.7217 -3.7372 2.3131  0.3262
H 2.2872 -2.9060 2.1896  0.3549
F 1.6667 -1.2398 5.6577  -0.2592
C 0.7277 -1.0909 4.6994  0.5256
F 0.1242 -2.3142 4.5528  -0.2459
F -0.2183 -0.2330 5.2091  -0.2638
C 1.3068 -0.6078 3.2999  -0.3280
O 2.5364 -0.5402 3.2633  -0.6480
O 0.4863 -0.3590 2.3091  1.0570

=====

Below is a cluster of 12 separate species, C46H67F6NO22 in total at a distorted geometry, with properties calculated with the ωB97M-V functional and the def2-TZVPD basis.

Summary:
- Spin multiplicity: 1
- Orbital gap: 10.3 eV
- Charge: 0

Each line ends with the Mulliken charge.
Geometry (Å):
O 8.5934 12.6263 19.7105  -0.6810
C 9.0738 13.7009 19.9858  0.2882
O 10.2393 14.0515 19.3550  0.1165
C 10.6252 15.3572 19.8870  0.2530
C 9.3040 16.0305 20.2827  -0.2916
C 8.5435 14.8680 20.8607  -0.8818
H 11.2238 15.8351 19.1334  -0.1854
H 11.3583 15.1845 20.6391  0.0421
H 8.8056 16.3830 19.3884  0.0649
H 9.5069 16.8148 21.0083  0.5059
H 7.4918 14.9573 20.7172  0.3859
H 8.8258 14.5882 21.8713  0.3321
O 17.4926 20.6033 16.1830  -0.5949
C 17.4882 19.8939 15.2249  0.5219
O 18.2693 18.7675 15.0986  -0.3301
C 17.8269 18.0392 13.9572  -0.4987
C 16.3846 18.5002 13.6485  1.0231
C 16.4897 19.9539 14.1183  -0.7031
H 17.9241 16.9930 14.1652  0.2139
H 18.4558 18.3649 13.0846  0.2967
H 15.5806 17.9736 14.1370  -1.3675
H 16.2603 18.5372 12.5932  0.7327
H 15.5744 20.4469 14.4247  0.1739
H 16.9359 20.5578 13.3220  0.4692
O 7.2305 15.5278 17.3223  -0.6689
C 8.1290 14.8302 16.8569  0.3818
O 9.3173 15.3570 16.5176  0.0074
C 10.2552 14.2931 16.1307  1.0118
C 9.3460 13.1370 15.6905  -0.4495
C 8.0782 13.3696 16.4955  -0.6033
H 10.8474 14.1059 17.0612  -0.4732
H 10.9441 14.7048 15.3657  -0.3419
H 9.7710 12.1085 15.6458  0.1172
H 9.0854 13.3855 14.6930  0.4990
H 8.1348 12.7454 17.3982  0.0184
H 7.1623 13.0613 16.0245  0.4928
O 16.8862 16.4914 16.9095  0.0471
C 17.8914 16.9090 17.4696  0.0075
O 19.1324 16.3542 17.0955  -0.3990
C 20.1739 16.9401 17.9178  -0.6907
C 19.6345 18.2724 18.3840  -0.3362
C 18.1296 17.8869 18.5852  0.4665
H 21.0795 16.9948 17.3186  0.3835
H 20.3702 16.2257 18.7430  0.2660
H 19.6418 18.9231 17.4971  0.1390
H 20.1433 18.7682 19.2165  0.4384
H 17.4736 18.7056 18.5113  -0.6294
H 17.8859 17.3467 19.5082  0.3406
O 13.4217 12.7256 16.1662  0.0474
C 13.1277 12.1919 17.1831  -0.1596
O 12.1556 11.2567 17.2194  -0.3500
C 11.7262 10.9658 18.5960  0.1845
C 12.9637 11.3383 19.4807  -0.7048
C 13.6954 12.4105 18.6169  -0.0173
H 11.3677 9.9138 18.5691  0.3617
H 10.8648 11.5707 18.8107  -0.3205
H 13.6185 10.4880 19.5756  0.3362
H 12.6603 11.6902 20.4907  0.3242
H 14.7768 12.1954 18.4297  0.5197
H 13.5135 13.4494 18.8916  -0.1581
O 14.7697 12.1734 12.3850  -0.4492
C 14.0963 11.4282 13.0569  0.4045
O 14.6623 10.3480 13.6447  -0.4239
C 13.6772 9.4900 14.3217  -0.4422
C 12.3099 10.0653 13.9328  -0.5014
C 12.6342 11.4524 13.3066  0.3272
H 13.9944 9.5580 15.3434  0.2518
H 13.9184 8.4769 13.9444  0.3084
H 11.7138 10.1616 14.8161  0.0457
H 11.7266 9.4818 13.2335  0.4569
H 12.5876 12.2828 13.9804  -0.4981
H 12.0337 11.6055 12.4290  0.6224
O 16.9775 14.9089 13.6550  -0.4509
C 17.3369 13.7788 13.6092  0.2341
O 18.0598 13.3055 12.5681  -0.4143
C 18.4485 11.9350 12.6598  -0.4395
C 18.2458 11.5703 14.1404  -0.7522
C 17.2331 12.6174 14.5992  0.6094
H 19.4794 11.8651 12.3342  0.3518
H 17.7377 11.3483 12.0895  0.2545
H 19.1884 11.6184 14.6973  0.2951
H 17.7936 10.6073 14.2076  0.2877
H 17.3935 12.9887 15.5953  0.5200
H 16.2043 12.2400 14.5706  -0.6242
O 16.8070 22.8637 22.3968  -0.5447
C 16.7579 22.6681 21.2389  0.3650
O 17.0810 23.7266 20.3780  -0.3785
C 16.9837 23.1960 19.0089  -0.6428
C 17.2921 21.6980 19.1022  0.4386
C 16.6222 21.4002 20.5055  -0.3160
H 17.6681 23.8044 18.4460  0.3316
H 15.9936 23.4634 18.5650  0.2432
H 18.3624 21.5268 19.1242  0.1917
H 16.9352 21.2456 18.1970  -0.2469
H 17.0117 20.5665 21.0884  0.3659
H 15.5790 21.1860 20.3981  0.2456
O 13.3787 14.5419 6.8880  -0.5741
C 13.6089 14.7300 8.0437  0.4517
O 12.6806 14.5420 8.9946  -0.4455
C 13.2689 14.4449 10.3031  0.2480
C 14.5621 15.2955 10.2181  0.3234
C 14.9232 15.1689 8.7320  -0.6160
H 13.4500 13.4038 10.6144  -0.1137
H 12.6190 14.8928 11.0666  0.1158
H 15.2827 14.9134 10.9254  -0.0793
H 14.3682 16.3241 10.4596  0.1240
H 15.7152 14.4125 8.5129  0.2645
H 15.2360 16.1019 8.3177  0.3402
C 15.0292 15.9243 21.4000  -0.6664
C 14.0857 14.9354 21.6975  0.4036
N 13.3058 14.1250 21.8898  -0.4921
H 15.4194 16.2160 22.3649  0.4585
H 14.6851 16.7968 20.8601  0.1118
H 15.9011 15.5471 20.8730  0.2304
C 12.8264 19.4471 13.6029  -0.5032
C 11.4587 18.7723 13.3000  -0.1970
O 10.4749 19.0570 14.4498  -0.3764
C 10.5784 18.2513 15.4794  -0.2022
O 11.3360 17.3045 15.6574  -0.0436
C 9.5893 18.7237 16.5437  0.9174
F 9.8800 20.0492 16.7720  -0.2751
F 8.2930 18.6479 16.0781  -0.2868
F 9.6849 18.0082 17.6631  -0.1478
H 13.4370 19.4139 12.6433  0.3924
H 13.4480 18.9777 14.3420  -0.3511
H 12.6393 20.4917 13.8107  0.4911
H 11.6762 17.6847 13.2935  -0.1441
H 10.9842 19.1870 12.4083  0.4240
C 13.8588 15.6849 13.6716  0.1051
C 14.0667 15.6191 15.1878  0.2698
O 14.3628 16.9949 15.7202  0.9577
C 14.0970 17.1435 16.9825  0.0700
O 13.7310 16.3225 17.7439  -0.4589
C 14.3525 18.6127 17.3839  0.2516
F 14.8713 18.6333 18.6370  -0.1712
F 15.2997 19.2595 16.6326  -0.1302
F 13.1958 19.3734 17.3338  -0.2537
H 13.0773 16.4423 13.4628  -0.5349
H 13.5025 14.7303 13.2699  -0.1232
H 14.8179 15.8919 13.2096  0.0032
H 14.8695 15.0529 15.5245  0.7002
H 13.1177 15.3106 15.6168  -0.4683

=====

Below is a structure of composition C31H46IN5NiO2P at a distorted geometry, with properties calculated with the ωB97M-V functional and the def2-TZVPD basis.

Summary:
- Spin multiplicity: 3
- Orbital gap (spin up / spin down): 6.2 / 6.6 eV
- Charge: -1

Each line ends with the Mulliken charge.
Geometry (Å):
Ni 0.8577 -0.6091 1.0347  0.3677
C 2.7656 -1.5185 3.1607  -1.1684
N 1.4513 -0.8554 3.0721  0.1434
C 1.5641 0.5021 3.7931  -0.8882
C 0.3104 -1.6996 3.5145  -0.9696
C 0.0647 -2.8299 2.4818  1.2558
C -0.4027 -4.0293 2.8893  -0.8094
C -0.4709 -5.0716 1.9301  -0.5578
C -0.1499 -4.7650 0.5886  -0.6010
C 0.1471 -3.4664 0.1908  0.1899
C 0.3434 -2.5063 1.1770  0.0852
H 3.1256 -1.7744 4.1790  0.2260
H 3.4145 -0.7742 2.6934  0.3382
H 2.7140 -2.4490 2.6133  0.3766
H 1.9784 0.3248 4.7775  0.3132
H 0.5895 0.9584 3.7706  0.1906
H 2.2296 1.1074 3.1378  0.2626
H -0.5560 -1.0084 3.5227  0.2461
H 0.4208 -2.1230 4.5180  0.3347
H -0.7327 -4.2631 3.8958  0.3990
H -0.8195 -6.1075 2.2450  0.2529
H -0.2810 -5.5525 -0.1771  0.3226
H 0.2367 -3.2291 -0.8825  0.2641
I 9.1182 -1.7814 -2.5081  -0.0010
C 7.3214 -1.2925 -1.4923  0.1820
C 7.3393 -0.2013 -0.6704  -0.5641
C 6.1665 0.1432 -0.0433  -0.3797
C 4.9043 -0.5435 -0.3104  0.1666
C 4.9761 -1.6192 -1.1598  -0.1360
C 6.1764 -1.9932 -1.7718  -0.6363
C 3.5658 -0.0535 0.3218  0.2517
O 3.5740 0.8683 1.1515  -0.6892
O 2.5438 -0.7757 -0.0515  -0.5372
H 8.2330 0.3610 -0.4845  0.3833
H 6.1973 0.9362 0.6763  0.4342
H 4.0486 -2.0605 -1.4814  0.3333
H 6.2699 -2.7844 -2.5055  0.3354
N -0.5609 0.7571 0.8735  -0.4640
P -1.4724 1.2089 -0.2794  -1.2195
N -0.9523 0.9588 -1.9373  1.1771
C -0.3851 -0.3405 -2.3011  0.7730
C 0.7533 -0.2075 -3.2979  -0.8789
C 0.1120 0.2939 -4.6639  -0.7157
C -0.8751 1.4242 -4.3742  -0.8155
C -0.8239 1.9828 -2.9211  -0.5619
N -1.9126 2.8623 -0.3506  0.2052
C -0.8722 3.8731 -0.3622  -0.5004
C -0.2960 4.2530 1.0044  -0.1841
C -1.4530 4.5878 2.0119  -1.0502
C -2.4247 3.4408 2.0381  -0.2827
C -2.9708 3.2145 0.6101  -0.7324
N -2.9104 0.3140 -0.3437  0.9331
C -3.9814 0.5939 -1.2919  -0.7894
C -4.5478 -0.6808 -1.8536  -0.8032
C -4.9539 -1.6519 -0.7489  -0.8573
C -3.8974 -1.8074 0.3186  -0.3889
C -3.3580 -0.4890 0.8103  -0.5219
H -1.1605 -0.9492 -2.8087  -0.0789
H -0.1022 -0.9137 -1.3817  -1.1204
H 1.2167 -1.2396 -3.3827  0.3749
H 1.4807 0.5305 -2.9438  0.2409
H -0.5158 -0.4271 -5.1731  0.2860
H 0.8918 0.5842 -5.3922  0.3745
H -1.9310 1.0621 -4.5167  0.2725
H -0.7197 2.2236 -5.1503  0.3462
H -1.6827 2.6661 -2.8268  0.3856
H 0.1565 2.5466 -2.7568  0.2397
H -1.3058 4.8121 -0.7809  0.3231
H -0.0763 3.6214 -1.1233  0.0779
H 0.3671 5.1598 0.9545  0.4160
H 0.3486 3.4485 1.3729  -0.0084
H -1.9892 5.4665 1.6763  0.3209
H -0.9956 4.8203 2.9431  0.4531
H -3.3080 3.6092 2.6798  0.4538
H -1.9651 2.4896 2.3538  0.0512
H -3.4511 4.1209 0.2897  0.4573
H -3.6951 2.3972 0.6631  0.1887
H -3.7571 1.2961 -2.0722  0.3376
H -4.7630 1.2809 -0.8018  0.3440
H -3.8438 -1.0988 -2.5702  0.2860
H -5.4408 -0.5036 -2.4273  0.4341
H -5.3130 -2.6163 -1.1762  0.3601
H -5.9115 -1.2414 -0.2932  0.2939
H -3.0437 -2.3424 -0.0823  0.0917
H -4.3322 -2.3275 1.1685  0.4429
H -2.4947 -0.6106 1.4579  -0.0796
H -4.1159 0.0827 1.3629  0.3951

=====

Below is a cluster of 3 separate species, C5H12O2 in total at a distorted geometry, with properties calculated with the ωB97M-V functional and the def2-TZVPD basis.

Summary:
- Spin multiplicity: 1
- Orbital gap: 9.6 eV
- Charge: 0

Each line ends with the natural charge from an NBO analysis.
Geometry (Å):
C 1.4135 -1.3889 -2.4620  -0.6454
C 0.7266 -0.9249 -1.2269  -0.1622
C 1.3112 -0.0853 -0.3507  -0.2304
C 0.8823 0.0607 1.0923  -0.2150
C 0.5542 -0.9511 1.9477  -0.3767
H 0.9924 -1.1020 -3.4134  0.2195
H 1.4197 -2.4837 -2.4739  0.2208
H 2.4777 -1.0713 -2.4136  0.2134
H -0.1934 -1.3619 -0.9152  0.1801
H 2.1549 0.4858 -0.6618  0.2048
H 1.0148 1.0597 1.5381  0.2029
H 0.5827 -0.9181 2.9972  0.2068
H 0.4523 -1.9040 1.5162  0.1796
H -2.2178 -1.0873 0.4986  0.4676
H -2.2781 0.4126 0.4680  0.4612
O -2.8422 -0.3236 0.7448  -0.9276
H -2.1502 3.0711 1.0108  0.4646
H -2.4498 4.5640 0.7898  0.4697
O -1.8507 3.9480 1.3143  -0.9338

=====

Below is an isolated molecule of C3H4O4 at a distorted geometry, with properties calculated with the ωB97M-V functional and the def2-TZVPD basis.

Summary:
- Spin multiplicity: 1
- Orbital gap: 12.2 eV
- Charge: 0

Each line ends with the natural charge from an NBO analysis.
Geometry (Å):
O 2.5939 0.1001 0.1000  -0.5327
C 1.4800 0.1980 -0.0253  0.9687
O 0.6821 1.1330 0.4693  -0.4827
C -0.6282 0.9732 -0.0683  -0.1086
C -0.5990 -0.5198 -0.3597  0.3299
O -0.7437 -1.1511 0.9001  -0.7316
O 0.7258 -0.6827 -0.7816  -0.5210
H -1.3202 1.1194 0.7383  0.2150
H -0.7491 1.6196 -0.9148  0.1957
H -1.3419 -0.9243 -1.0221  0.1800
H -0.0998 -1.8655 0.9640  0.4874

=====

Below is a structure of composition C3H4O3, with properties calculated with the ωB97M-V functional and the def2-TZVPD basis.

Summary:
- Spin multiplicity: 1
- Orbital gap: 10.9 eV
- Charge: 0

Each line ends with the natural charge from an NBO analysis.
Geometry (Å):
O -1.3462 -0.9341 0.4608  -0.6876
C -0.3487 -0.3050 -0.2781  -0.0288
C -0.0685 1.1309 0.1486  -0.0896
O 1.3602 0.8752 0.1334  -0.4819
C 1.1658 -0.4717 0.0155  0.7537
O 1.9840 -1.3318 0.1090  -0.5321
H -1.4876 -1.8309 0.1329  0.4849
H -0.5078 -0.3923 -1.3611  0.1897
H -0.4028 1.3254 1.1697  0.1979
H -0.3483 1.9342 -0.5308  0.1938

=====

Listing energy above the lowest of the compared OMol25 structures with the same formula, charge and spin for the structures above in their given order: 0.0, 1.6, 0.0, 56.8, 11.9, 30.7 kcal/mol.